{
  "formula": "C4H8O2",
  "method": "ωB97M-V with the def2-TZVPD basis set",
  "relative_energy_kcal_mol": 153.6,
  "total_energy_ev": -8366.622,
  "homo_energy_ha": -0.257,
  "mol_weight_g_mol": 88.106,
  "total_charge": 0,
  "species": ["C", "C", "O", "C", "C", "O", "H", "H", "H", "H", "H", "H", "H", "H"],
  "xyz": [[1.14918, 0.03434, 0.35255], [1.06658, 0.03968, -1.18431], [-0.25886, 0.45859, -1.42861], [-1.18948, -0.17881, -0.64822], [-1.21389, 0.09152, 1.50210], [-0.08027, -0.57492, 0.65904], [1.97971, -0.57034, 0.73170], [1.19893, 1.05072, 0.75953], [1.73788, 0.75022, -1.67332], [1.24074, -0.96853, -1.58478], [-1.39254, -1.23148, -0.84581], [-2.07131, 0.44866, -0.64687], [-1.15554, -0.40447, 2.48238], [-0.85752, 1.12797, 1.62600]],
  "forces_ev_per_a": [[0.07, 0.15, -0.07], [0.20, -0.06, 0.02], [-0.13, 0.01, 0.09], [0.11, -0.11, -0.41], [0.13, 0.11, 0.41], [-0.23, -0.06, -0.14], [-0.11, 0.05, -0.06], [-0.02, -0.12, -0.08], [-0.11, -0.12, 0.13], [-0.03, 0.11, 0.10], [0.04, 0.12, 0.04], [0.13, -0.06, 0.16], [0.05, 0.10, -0.18], [-0.11, -0.12, -0.02]],
  "lowdin_charge": [-0.16, -0.14, -0.08, -0.07, -0.06, -0.28, 0.13, 0.13, 0.13, 0.13, 0.13, 0.10, 0.01, 0.02]
}

{
  "formula": "C4H8O2",
  "method": "ωB97M-V with the def2-TZVPD basis set",
  "relative_energy_kcal_mol": 75.6,
  "smiles": "CC(C=O)C=O.[H][H]",
  "total_energy_ev": -8370.002,
  "homo_energy_ha": -0.369,
  "mol_weight_g_mol": 88.106,
  "total_charge": 0,
  "species": ["C", "C", "C", "O", "C", "O", "H", "H", "H", "H", "H", "H", "H", "H"],
  "xyz": [[-0.78477, 0.08912, 1.44245], [0.37671, -0.46762, 0.63190], [-0.01453, -1.11604, -0.68329], [-1.03612, -0.83700, -1.26585], [1.17579, 0.56804, -0.14101], [0.70856, 1.62903, -0.48409], [-0.42960, 0.52174, 2.38388], [-1.29749, 0.86979, 0.87801], [-1.51059, -0.69604, 1.67769], [1.04505, -1.12559, 1.19969], [0.77107, -1.71936, -1.17675], [2.14623, 0.22321, -0.54419], [-0.78684, 0.73435, -2.05259], [-0.36347, 1.32636, -1.86585]],
  "forces_ev_per_a": [[-0.02, 0.03, -0.03], [-0.04, 0.05, -0.06], [-0.67, -0.50, -0.19], [0.13, -1.11, 0.66], [0.25, 0.79, 0.22], [0.86, -0.12, 0.99], [0.00, -0.08, -0.20], [0.07, -0.12, 0.05], [0.16, 0.09, -0.07], [-0.05, 0.10, -0.18], [-0.10, -0.11, 0.08], [0.05, 0.09, 0.14], [-0.06, 0.80, -0.59], [-0.57, 0.10, -0.82]],
  "lowdin_charge": [-0.05, -0.28, -0.27, 0.01, -0.27, 0.01, 0.09, 0.08, 0.09, 0.14, 0.14, 0.14, 0.08, 0.08]
}

{
  "formula": "C4H8O2",
  "method": "ωB97M-V with the def2-TZVPD basis set",
  "relative_energy_kcal_mol": 76.6,
  "smiles": "CO[C@H]1C[C@H]1O",
  "total_energy_ev": -8369.961,
  "homo_energy_ha": -0.332,
  "mol_weight_g_mol": 88.106,
  "total_charge": 0,
  "species": ["C", "O", "C", "C", "C", "O", "H", "H", "H", "H", "H", "H", "H", "H"],
  "xyz": [[-0.79339, -1.14455, -1.38983], [0.05496, -0.06785, -1.12368], [-0.30950, 0.68991, -0.03896], [-0.14469, 0.22750, 1.36894], [0.91626, 1.09671, 0.79619], [2.16637, 0.54361, 0.53091], [-1.81294, -0.80862, -1.62002], [-0.82612, -1.82230, -0.52710], [-0.36491, -1.65472, -2.25233], [-1.10245, 1.43584, -0.22047], [0.15318, -0.81578, 1.44300], [-0.81936, 0.55673, 2.14564], [0.79705, 2.11911, 0.53670], [2.00040, -0.36963, 0.25250]],
  "forces_ev_per_a": [[-0.27, -0.47, -0.17], [0.01, -0.41, -0.09], [0.06, -0.14, -0.22], [-0.29, -0.19, 0.30], [-0.80, -0.06, -1.31], [-0.34, 0.00, -0.14], [0.07, -0.07, -0.01], [-0.11, -0.06, -0.16], [-0.19, -0.13, 0.04], [0.59, -0.19, -0.06], [0.14, 0.16, 0.24], [-0.11, -0.01, 0.01], [0.99, 1.34, 1.72], [0.24, 0.24, -0.16]],
  "lowdin_charge": [-0.10, -0.14, -0.32, -0.04, -0.29, 0.01, 0.09, 0.09, 0.09, 0.16, 0.12, 0.10, 0.14, 0.09]
}

{
  "formula": "C4H8O2",
  "method": "ωB97M-V with the def2-TZVPD basis set",
  "relative_energy_kcal_mol": 48.3,
  "smiles": "C=CO.CC=O",
  "total_energy_ev": -8371.185,
  "homo_energy_ha": -0.338,
  "mol_weight_g_mol": 88.106,
  "total_charge": 0,
  "species": ["C", "C", "O", "H", "H", "H", "H", "C", "C", "O", "H", "H", "H", "H"],
  "xyz": [[2.17913, -1.03684, 0.57066], [1.35161, -0.57979, -0.37011], [0.38379, -1.27732, -1.00146], [3.05950, -0.46355, 0.82972], [2.14483, -2.05232, 0.94195], [1.53419, 0.39793, -0.81598], [-0.35992, -0.69386, -1.23006], [-1.50409, 0.50280, 1.40652], [-1.02494, 1.34998, 0.20082], [-1.26737, 1.03581, -0.93141], [-1.15797, -0.49654, 1.12189], [-2.56257, 0.50483, 1.64590], [-0.86429, 0.81711, 2.22904], [-0.48941, 2.28768, 0.42903]],
  "forces_ev_per_a": [[-0.07, -0.31, -0.56], [0.87, 0.48, -0.26], [-0.47, -0.55, 0.43], [-0.24, 0.20, 0.10], [-0.26, 0.00, 0.05], [-0.07, 0.11, 0.25], [0.27, 0.01, -0.09], [1.96, 0.26, -0.96], [-1.54, -0.18, 1.22], [0.23, -0.04, -0.60], [-0.42, -0.15, 0.26], [-0.01, 0.25, -0.22], [-0.40, -0.05, 0.43], [0.15, -0.04, -0.05]],
  "lowdin_charge": [0.02, -0.33, -0.01, 0.05, 0.06, 0.11, 0.07, -0.03, -0.30, 0.02, 0.07, 0.08, 0.07, 0.12]
}

{
  "formula": "C4H8O2",
  "method": "ωB97M-V with the def2-TZVPD basis set",
  "relative_energy_kcal_mol": 87.3,
  "smiles": "OC[C@H]1CCO1",
  "total_energy_ev": -8369.498,
  "homo_energy_ha": -0.346,
  "mol_weight_g_mol": 88.106,
  "total_charge": 0,
  "species": ["O", "C", "C", "C", "C", "O", "H", "H", "H", "H", "H", "H", "H", "H"],
  "xyz": [[0.52096, -1.71060, -0.16045], [1.35793, -0.59261, 0.16977], [0.66217, 0.59952, -0.47431], [-0.95538, 0.02379, -0.65411], [-1.10213, 0.94295, 0.53459], [0.12740, 1.62981, 0.34237], [0.08338, -2.11353, 0.59395], [1.48917, -0.48100, 1.25236], [2.33010, -0.80502, -0.28946], [1.30810, 1.10977, -1.23718], [-1.25342, 0.35423, -1.63583], [-1.54453, -0.91470, -0.48154], [-1.04298, 0.37310, 1.47989], [-1.98076, 1.58429, 0.55995]],
  "forces_ev_per_a": [[1.31, -1.36, 0.38], [-0.18, -0.57, 0.10], [-1.06, -0.89, -0.37], [0.27, 1.14, -0.51], [-0.57, 0.29, 0.26], [0.22, 0.11, 0.35], [0.30, 0.21, 0.21], [-0.03, 0.09, -0.16], [-0.11, 0.22, 0.15], [-0.95, -0.83, 0.05], [-0.59, 0.85, -0.06], [1.57, 0.34, -0.36], [-0.23, 0.06, -0.22], [0.05, 0.33, 0.16]],
  "lowdin_charge": [-0.12, -0.19, -0.22, -0.06, -0.22, -0.10, 0.09, 0.13, 0.11, 0.15, 0.09, 0.11, 0.12, 0.11]
}

{
  "formula": "C4H8O2",
  "method": "ωB97M-V with the def2-TZVPD basis set",
  "relative_energy_kcal_mol": 143.5,
  "total_energy_ev": -8367.059,
  "homo_energy_ha": [-0.281, -0.278],
  "mol_weight_g_mol": 88.106,
  "total_charge": 0,
  "species": ["C", "O", "C", "C", "C", "O", "H", "H", "H", "H", "H", "H", "H", "H"],
  "xyz": [[-2.37513, -0.16838, 0.47588], [-1.20191, -0.56334, 0.09380], [-0.04840, -0.00154, 0.32862], [1.12567, -0.69795, -0.20121], [2.47082, -0.13155, -0.09356], [2.08685, -1.21089, 0.73960], [-3.19477, -0.78388, 0.13762], [-2.45947, 0.59110, 1.24530], [-1.80309, 1.67478, -0.79366], [0.00961, 0.74782, 1.11421], [-1.04484, 1.71798, -0.83666], [0.91037, -1.37376, -1.02948], [2.60826, 0.82648, 0.41092], [3.21567, -0.36056, -0.85649]],
  "forces_ev_per_a": [[-0.48, 0.17, 0.29], [0.13, -0.43, -0.32], [0.40, 0.16, 0.21], [-0.25, 0.10, -0.20], [0.14, 0.23, -0.15], [0.08, -0.18, 0.21], [0.11, 0.09, 0.05], [0.01, -0.09, -0.11], [0.15, 0.05, -0.04], [0.01, -0.08, -0.12], [-0.16, 0.04, -0.02], [0.04, 0.09, 0.13], [-0.05, -0.16, -0.06], [-0.13, 0.01, 0.12]],
  "lowdin_charge": [-0.07, -0.12, -0.15, -0.27, -0.13, -0.04, 0.07, 0.08, 0.06, 0.13, 0.06, 0.15, 0.11, 0.11]
}

{
  "formula": "C4H8O2",
  "method": "ωB97M-V with the def2-TZVPD basis set",
  "relative_energy_kcal_mol": 168.3,
  "total_energy_ev": -8365.983,
  "homo_energy_ha": -0.271,
  "mol_weight_g_mol": 88.106,
  "total_charge": 0,
  "species": ["O", "C", "C", "C", "O", "C", "H", "H", "H", "H", "H", "H", "H", "H"],
  "xyz": [[-1.88601, -1.20433, 0.81630], [-1.25570, 0.06549, 0.70340], [0.02904, -0.06822, -0.01980], [0.36510, 0.08672, -1.49124], [1.60849, 0.78792, -1.09359], [1.29270, 0.58967, 0.18376], [-2.76870, -1.06201, 1.18085], [-1.06150, 0.49527, 1.70004], [-1.92664, 0.76818, 0.17605], [1.18597, -0.82155, 0.43131], [0.64023, -0.81229, -2.05860], [-0.26336, 0.74907, -2.09740], [2.29031, -0.74337, 0.58608], [1.75006, 1.16945, 0.98284]],
  "forces_ev_per_a": [[-0.30, -0.10, 0.11], [0.28, 0.41, -0.04], [-0.27, 0.25, -0.07], [-0.15, -0.09, -0.26], [0.08, 0.05, -0.02], [0.04, 0.04, 0.29], [0.11, -0.10, -0.06], [-0.02, -0.09, -0.14], [0.06, -0.14, 0.07], [0.33, -0.07, 0.09], [-0.03, 0.12, 0.07], [0.06, -0.13, 0.09], [-0.11, -0.02, -0.01], [-0.08, -0.13, -0.12]],
  "lowdin_charge": [-0.07, -0.25, -0.27, -0.07, -0.03, -0.25, 0.08, 0.12, 0.12, 0.13, 0.12, 0.13, 0.10, 0.14]
}

{
  "formula": "C4H8O2",
  "method": "ωB97M-V with the def2-TZVPD basis set",
  "relative_energy_kcal_mol": 122.5,
  "total_energy_ev": -8367.970,
  "homo_energy_ha": [-0.277, -0.275],
  "mol_weight_g_mol": 88.106,
  "total_charge": 0,
  "species": ["C", "O", "C", "C", "C", "O", "H", "H", "H", "H", "H", "H", "H", "H"],
  "xyz": [[-0.24796, 1.72483, 0.46765], [0.78270, 1.16973, 1.02223], [0.98287, -0.08111, 1.35157], [-0.06889, -1.09826, 1.10196], [-0.06185, -1.31186, -0.39928], [-0.83015, -0.76195, -1.15970], [-1.08349, 1.12981, 0.12625], [-0.57336, 0.91958, -3.76240], [-0.15947, 2.79367, 0.34207], [1.94683, -0.26249, 1.80280], [-1.06592, -0.75639, 1.42961], [0.19153, -2.02270, 1.62545], [0.78606, -1.91729, -0.78208], [-0.59891, 0.47443, -3.16615]],
  "forces_ev_per_a": [[-0.53, 0.22, -0.24], [0.50, 0.18, 0.18], [0.00, -0.37, 0.09], [-0.08, -0.04, 0.06], [-0.22, 0.23, -0.26], [0.34, -0.38, 0.40], [0.12, 0.10, 0.04], [0.01, -0.01, 0.01], [-0.01, -0.15, 0.02], [-0.14, 0.03, -0.07], [0.17, -0.03, -0.08], [-0.01, 0.11, -0.09], [-0.13, 0.05, 0.02], [-0.01, 0.05, -0.08]],
  "lowdin_charge": [0.00, -0.06, -0.16, -0.16, -0.26, -0.01, 0.06, 0.03, 0.08, 0.11, 0.13, 0.12, 0.13, 0.00]
}

{
  "formula": "C4H8O2",
  "method": "ωB97M-V with the def2-TZVPD basis set",
  "relative_energy_kcal_mol": 48.3,
  "smiles": "C/C=C/O.C=O",
  "total_energy_ev": -8371.188,
  "homo_energy_ha": -0.313,
  "mol_weight_g_mol": 88.106,
  "total_charge": 0,
  "species": ["C", "C", "C", "O", "H", "H", "H", "H", "H", "H", "C", "O", "H", "H"],
  "xyz": [[1.67664, -1.16410, 0.75507], [0.85325, -0.17799, -0.02318], [0.62871, 1.06955, 0.39513], [-0.11044, 2.02722, -0.21580], [2.45781, -1.61435, 0.13151], [2.16890, -0.68096, 1.60622], [1.06716, -1.98795, 1.14932], [0.43870, -0.50731, -0.97584], [1.04476, 1.43986, 1.33093], [-0.55347, 1.64503, -0.99646], [-2.42581, -0.00310, -0.77520], [-1.91899, 0.51774, -1.74282], [-2.18643, 0.31788, 0.25324], [-3.14658, -0.83205, -0.88630]],
  "forces_ev_per_a": [[0.07, -0.05, 0.08], [-0.06, 0.19, 0.02], [0.17, -0.24, 0.14], [-0.06, -0.08, -0.18], [-0.10, 0.08, 0.08], [-0.09, -0.07, -0.11], [0.09, 0.12, -0.08], [0.05, 0.07, 0.13], [-0.01, -0.08, -0.12], [0.02, 0.09, 0.11], [0.13, 0.14, -0.35], [-0.27, -0.27, 0.42], [0.03, 0.02, -0.11], [0.04, 0.09, -0.02]],
  "lowdin_charge": [-0.12, -0.18, -0.24, -0.02, 0.07, 0.07, 0.07, 0.10, 0.12, 0.06, -0.10, -0.02, 0.09, 0.09]
}